The following is a quantum chemistry calculation of an isolated molecule of C3H6ClNO at a distorted geometry, from OMol25.

Output
SMILES: C[C@H]1O[C@]1(N)Cl
Charge: 0
Orbital gap: 0.3563 hartree
2S+1: 1
Relative energy (zero: lowest compared OMol25 entry of this formula, charge and spin): 244.4 kJ/mol
Molecular weight: 107.5 g/mol

Structure (XYZ):
```
12
Properties=species:S:1:pos:R:3:forces:R:3:mulliken_charge:R:1
C 1.433138 0.815384 0.308034 -1.1 2.9 -0.4 -1.174
C 0.026073 0.563067 0.728278 -1.0 -3.3 -4.1 -0.255
O -1.031707 0.845099 -0.215838 0.3 2.0 -1.6 -0.422
C -1.026338 -0.472622 -0.058117 2.1 0.6 1.9 0.745
N -0.734725 -1.347624 -1.114773 -0.8 -0.6 0.9 -0.478
Cl -2.429139 -0.970606 0.854425 -0.5 -0.8 0.5 -0.258
H 1.988084 0.986591 1.214827 0.7 -0.8 0.2 0.333
H 1.469643 1.902008 -0.123555 -0.1 -1.9 0.1 0.232
H 1.781672 0.081859 -0.385419 0.7 -0.3 -0.3 0.325
H -0.197590 0.884288 1.648866 -1.2 0.9 3.4 0.523
H -0.165043 -0.958486 -1.862259 -0.4 -0.8 0.2 0.214
H -1.114069 -2.328958 -0.994470 1.2 2.0 -0.8 0.215
```
Forces are in eV/Å.